1.
Here is an isolated molecule of C4H7NO from the OMol25 dataset. Energies are from ωB97M-V with the def2-TZVPD basis set.

XYZ file:
```
13
Properties=species:S:1:pos:R:3:forces:R:3
C 1.3139 1.2789 0.1528 0.1 0.1 0.0
N 0.3157 0.2573 -0.0216 0.1 -0.1 0.0
C -1.1430 0.2364 0.0494 -0.2 0.1 0.0
C -1.0610 -1.2984 -0.1540 -0.1 -0.2 0.0
C 0.4613 -1.0900 -0.1833 0.2 -0.1 0.0
O 1.4452 -1.7834 -0.2867 -0.3 0.2 0.0
H 1.7146 1.2875 1.1735 -0.1 0.0 -0.1
H 2.1381 1.0893 -0.5407 -0.1 0.0 0.1
H 0.8860 2.2601 -0.0682 0.0 -0.1 0.0
H -1.6301 0.8035 -0.7527 0.1 -0.1 0.1
H -1.5544 0.5480 1.0166 0.1 0.0 -0.1
H -1.4004 -1.8968 0.6947 0.0 0.1 -0.1
H -1.4857 -1.6924 -1.0798 0.1 0.1 0.1
```
Forces are in eV/Å.

Kohn-Sham gap = 10.23 eV
structure (SMILES) = CN1CCC1=O
LUMO level = 0.88 eV



2.
Here is an isolated molecule of C4H4O4 at a distorted geometry from the OMol25 dataset. Energies are from ωB97M-V with the def2-TZVPD basis set.

XYZ file:
```
12
Properties=species:S:1:pos:R:3:forces:R:3
C -1.5444 -0.5747 0.3142 1.3 1.6 -0.3
C -0.2139 -0.5052 0.5293 -1.2 -1.8 0.9
C -2.1029 0.8000 -0.1917 -0.3 -1.1 0.6
C 0.5262 0.6570 -0.0788 -1.6 1.4 0.2
O -3.3076 0.9700 -0.1868 0.6 0.3 -0.3
O -1.1429 1.6391 -0.4513 0.9 -1.2 0.2
O 0.9674 0.5524 -1.3295 1.4 0.8 1.3
O 1.2248 1.4608 0.7070 -0.2 -0.6 0.0
H -2.1726 -1.4353 0.5658 0.2 0.6 0.0
H 0.1953 -1.3556 1.1656 0.4 1.5 -1.2
H 0.2799 0.1755 -1.8410 -1.2 -0.8 -1.1
H 1.7145 2.1941 0.2827 -0.5 -0.7 -0.3
```
Forces are in eV/Å.

Kohn-Sham gap = 9.81 eV
LUMO level = 0.20 eV



3.
Here is a structure of composition FeI at a distorted geometry from the OMol25 dataset. Energies are from ωB97M-V with the def2-TZVPD basis set.

XYZ file:
```
2
Properties=species:S:1:pos:R:3:forces:R:3
Fe 5.0572 -18.1782 -25.7810 -2.7 -3.7 1.1
I 6.2802 -16.4657 -26.2848 2.7 3.7 -1.1
```
Forces are in eV/Å.

Kohn-Sham gap (spin up / spin down) = 8.64 / 8.43 eV
spin multiplicity = 5
LUMO level (spin up / spin down) = -6.83 / -7.41 eV
charge = +1



4.
Here is a cluster of 2 separate species, F2OS in total at a distorted geometry from the OMol25 dataset. Energies are from ωB97M-V with the def2-TZVPD basis set.

XYZ file:
```
4
Properties=species:S:1:pos:R:3:forces:R:3
O -0.9565 -1.3017 0.5063 -0.2 -0.7 0.4
F 2.3508 0.6766 0.0860 -0.4 -0.2 -0.1
F -0.7622 1.0558 -0.0097 -0.1 0.0 -0.3
S -0.6321 -0.4308 -0.5826 0.6 0.9 0.0
```
Forces are in eV/Å.

Kohn-Sham gap (spin up / spin down) = 11.43 / 5.48 eV
LUMO level (spin up / spin down) = -1.77 / -4.13 eV



For reference, energy relative to the best compared isomer or geometry (same formula, charge and spin) by record: 93.79; 207.15; 40.54; 265.36 kJ/mol.